# 1
Molecular formula: C5H18N2O4
Method: DFT, ωB97M-V with the def2-TZVPD basis set

```
29
Properties=species:S:1:pos:R:3:forces:R:3
H -3.7975 -0.8824 1.1189 -0.5 0.4 -0.1
H -2.4305 0.4353 -1.9544 0.3 -0.6 0.2
H 2.6351 -1.7724 0.5512 0.2 -0.4 -0.1
H 0.8900 0.3297 2.6345 -0.6 0.0 -0.1
H -2.0151 1.5707 -0.7204 0.1 -0.2 0.5
H -2.4178 -0.4260 0.9146 0.1 0.4 -0.2
H -2.1022 -2.2773 -0.7571 -0.4 -0.1 0.1
O -0.5068 1.0570 1.0255 0.5 0.3 -0.3
H 1.5104 0.3402 -2.4070 0.3 0.3 0.0
H 2.2159 -0.8463 -0.9332 0.0 0.1 0.2
H 3.2391 1.9548 0.9972 -0.2 0.4 0.0
C 1.2391 -0.5885 2.1818 0.1 0.9 -0.6
C -0.2519 0.2951 -1.2967 -0.7 1.5 0.1
H 1.2126 -2.2207 -0.4742 0.1 -0.2 0.0
C 1.8423 -1.4135 -0.0821 -0.8 0.2 0.1
O 2.9765 2.1487 0.0907 0.2 -0.7 -0.3
H -2.4506 -2.6466 0.7049 -0.1 -0.2 -0.2
H 2.1070 2.5504 0.0871 0.0 0.3 0.5
O -1.7208 -2.5175 0.0929 0.7 0.1 0.1
H -0.3096 -0.7603 -1.5425 0.1 -0.1 -0.1
N 0.9801 -0.5890 0.7429 1.4 0.5 0.3
C 0.0601 0.3968 0.1980 -1.2 -1.0 0.2
H -1.4310 1.7586 -2.3226 0.2 0.0 0.0
N 0.7685 0.9486 -2.1038 -0.1 -0.9 -0.1
C -1.6025 1.0137 -1.5477 -0.3 0.5 -0.8
H 1.0700 1.8513 -1.7793 0.1 0.0 -0.1
H 0.7159 -1.4352 2.6108 0.3 -0.4 0.3
O -3.3180 -0.1582 0.6940 0.1 -0.6 0.4
H 2.3204 -0.5572 2.3022 0.0 -0.8 0.2
```
Positions in Å, forces in eV/Å.

Computed properties:
Charge: +1
<S²>: 0.762
Frontier orbital gap (alpha / beta) in eV: 10.009 / 5.434
Spin multiplicity: 2

=====

# 2
Molecular formula: C6H8N2O2
Method: DFT, ωB97M-V with the def2-TZVPD basis set

```
18
Properties=species:S:1:pos:R:3:forces:R:3
C -1.8009 0.9289 -0.2136 -0.5 0.5 0.5
C 0.5457 0.2250 -0.2319 -0.7 1.9 -0.5
H 0.8371 -1.7186 0.6318 -0.1 0.2 -0.2
O -2.6314 1.8193 -0.2776 0.4 -0.5 0.0
H 2.1843 1.7981 1.1249 0.1 0.0 0.3
H -0.0718 2.2416 0.1180 0.0 0.0 -0.9
H -2.3023 -0.8483 -1.2504 0.0 0.0 0.3
C -0.3550 1.2233 -0.1572 0.1 -0.4 0.8
N 2.6978 1.0879 0.6109 -1.5 2.0 -0.6
C 1.9957 0.5591 -0.3532 1.4 -2.3 4.0
O 2.7449 -0.3839 -0.8827 2.8 -0.6 0.9
N -1.2126 -1.3943 0.4554 0.1 0.1 0.2
H -3.1688 -0.6430 0.2826 0.3 0.1 -0.1
C 0.1343 -1.2183 -0.0475 0.3 -0.4 -0.9
C -2.1867 -0.5398 -0.1954 -0.2 0.0 -0.4
H -1.2285 -1.2383 1.4592 0.0 0.0 -0.1
H 0.2334 -1.7209 -1.0261 0.0 0.0 0.3
H 3.5848 -0.1778 -0.0473 -2.4 -0.6 -3.4
```
Positions in Å, forces in eV/Å.

Computed properties:
Frontier orbital gap in eV: 8.798
SMILES string: [H]/N=C(/O)C1=CC(=O)CNC1